Entry 1:
C31H29BCeN10O4 as an isolated structure. Source: OMol25; level of theory: wB97M-V/def2-TZVPD.

Computed properties:
* charge: -1
* HOMO-LUMO gap (alpha / beta): 7.259 / 7.323 eV
* energy relative to the best compared isomer or geometry (same formula, charge and spin): 0.0 kJ/mol
* spin multiplicity: 2

Last column: Mulliken charge in e.
Element x y z (Å)
H (-3.677, 3.707, 1.188)  0.49
H (-2.756, 0.006, 3.096)  0.19
C (1.969, -0.291, -5.585)  -0.69
C (-3.114, 1.833, 2.046)  0.25
C (1.787, 1.574, 3.963)  -1.52
H (1.289, -0.085, -6.405)  0.32
N (-0.577, -0.013, -3.005)  0.42
O (-1.085, 1.996, -0.758)  -0.28
C (-2.559, -2.785, 3.683)  -0.57
H (-5.787, 2.545, 4.729)  0.39
H (5.233, -0.752, -4.924)  0.41
C (4.454, -1.741, 0.356)  -0.26
C (3.241, 2.640, -2.224)  -1.34
C (-4.007, -2.347, 1.842)  -0.56
O (-0.536, -2.154, 0.768)  -0.51
H (-2.432, -1.891, -3.125)  0.27
H (-0.245, 0.985, 3.263)  0.54
N (2.655, 1.015, 2.016)  -0.57
C (-3.854, -2.692, 3.160)  -0.77
C (-3.856, 3.011, 1.991)  -0.47
H (5.085, 2.015, -1.145)  0.47
H (-3.805, -0.887, -2.559)  0.49
H (-0.525, -0.006, -5.060)  0.05
O (1.834, -0.888, -2.004)  0.01
N (1.341, 0.779, 1.920)  0.89
C (2.519, -2.757, 0.392)  -0.08
C (1.934, 2.334, -1.843)  -0.13
C (1.435, -0.379, -4.293)  0.74
C (4.168, -0.673, -4.742)  -0.56
H (4.746, 0.914, 1.172)  -0.18
Ce (0.201, -0.248, -0.362)  0.47
C (-2.707, -1.022, -2.508)  -0.87
N (2.292, -1.474, 0.632)  0.16
C (-1.564, -2.253, 1.503)  0.45
N (1.929, 1.603, -0.736)  0.05
H (3.958, 1.758, 3.511)  0.43
H (-2.253, 1.096, -2.512)  0.15
C (-3.335, 0.917, 3.071)  0.33
H (-2.338, 0.347, -4.136)  0.53
C (-1.997, 0.204, -3.091)  -0.94
C (3.885, -2.988, 0.209)  -1.31
H (3.707, -0.342, -6.824)  0.37
C (0.044, -0.130, -4.118)  -0.50
H (-4.713, -2.869, 3.793)  0.41
C (3.313, -0.424, -5.821)  -0.70
C (-3.150, -1.648, -0.321)  -0.52
H (5.481, -1.436, 0.291)  0.46
N (-2.257, -1.292, -1.169)  0.21
C (-4.304, 1.169, 4.022)  -0.97
O (-1.417, 0.465, 1.255)  0.01
H (1.707, -3.461, 0.375)  0.55
N (3.476, -0.858, 0.613)  -0.01
C (3.675, -0.822, -3.476)  -0.44
N (-2.136, 1.532, 1.082)  1.01
H (-4.218, -1.619, -0.611)  0.11
H (-5.391, 4.171, 2.908)  0.37
C (2.953, 1.497, 3.234)  -0.26
C (4.018, 2.038, -1.257)  -0.22
H (1.652, 1.916, 4.970)  0.44
C (2.282, -0.701, -3.176)  0.00
C (0.806, 1.107, 3.086)  -0.25
N (-1.994, 2.331, 0.086)  -0.98
H (-0.464, -2.635, 3.307)  0.42
H (3.572, 3.212, -3.068)  0.44
C (-5.038, 2.344, 3.977)  -0.47
H (4.384, -3.913, -0.013)  0.41
C (-4.811, 3.259, 2.959)  -0.50
B (3.620, 0.652, 0.881)  0.27
H (-5.004, -2.253, 1.427)  0.34
H (4.335, -1.030, -2.646)  0.39
H (-4.484, 0.436, 4.796)  0.41
C (-2.909, -2.100, 1.006)  0.78
C (-1.462, -2.577, 2.894)  -0.49
H (-2.433, -3.022, 4.732)  0.37
N (3.206, 1.430, -0.381)  0.09
H (1.010, 2.622, -2.308)  0.60


Entry 2:
C31H29Br2F9HgN5OPSTe as an isolated structure. Source: OMol25; level of theory: wB97M-V/def2-TZVPD.

Computed properties:
* charge: +1
* HOMO-LUMO gap (alpha / beta): 5.310 / 7.754 eV
* energy relative to the best compared isomer or geometry (same formula, charge and spin): 0.0 kJ/mol
* spin multiplicity: 2

Last column: Mulliken charge in e.
Element x y z (Å)
H (2.936, -1.598, 3.323)  0.33
C (0.179, -1.768, -5.159)  -0.03
H (-4.430, 0.295, -1.261)  0.41
C (-0.156, -0.986, -6.283)  -0.71
N (2.667, 3.344, 0.279)  -0.37
H (3.767, -4.314, 2.958)  0.36
H (5.249, -3.975, 1.084)  0.40
C (-3.182, -2.135, 0.944)  -0.21
N (0.163, 0.946, -4.897)  -0.55
H (-0.505, 1.059, -6.890)  0.41
C (-0.590, 0.063, 2.828)  -0.73
F (3.546, -3.723, -1.733)  -0.66
C (-1.613, 2.254, 2.579)  -0.35
C (3.292, -4.072, 2.019)  -0.88
S (1.083, 1.127, -2.475)  -0.26
H (2.825, -1.218, 0.363)  -0.02
H (0.161, -2.878, -5.174)  0.42
C (-0.408, 1.680, 4.601)  -0.69
H (-0.077, 2.014, 5.564)  0.41
H (-0.495, -1.545, -7.180)  0.33
C (-2.904, 3.882, -1.464)  -0.72
C (-0.112, 0.446, 4.063)  -0.48
F (2.245, -3.650, -4.077)  -0.47
C (2.002, 5.447, 1.301)  -0.53
H (-1.151, 3.658, 4.144)  0.43
C (-1.120, 2.617, 3.829)  -0.72
N (2.510, -1.720, 2.360)  -0.17
H (-2.273, 2.932, 2.038)  0.52
H (-0.358, -0.895, 2.415)  0.34
H (-2.485, 4.855, -1.551)  0.51
H (1.502, -3.137, 1.239)  0.13
F (1.069, -4.635, -0.568)  -0.49
H (3.988, -3.621, 0.055)  0.13
H (1.811, 5.972, 2.216)  0.44
F (-6.120, -0.366, 3.275)  -0.27
C (-2.266, 2.905, -0.696)  -0.59
Br (-1.741, -3.132, 0.199)  -0.01
C (-4.705, 2.344, -1.907)  -0.63
C (2.372, 5.330, -1.038)  0.01
C (-1.326, 0.993, 2.044)  1.19
C (2.654, 3.955, -0.876)  -0.43
C (3.375, -1.156, 1.331)  -0.34
H (2.141, 3.560, 2.273)  0.40
C (-4.266, -2.913, 1.396)  0.10
C (2.048, 6.108, 0.077)  -0.26
Br (2.521, 6.025, -2.776)  -0.15
C (-5.257, -0.951, 2.414)  0.23
C (0.488, 0.149, -3.924)  0.27
C (-4.306, -0.190, 1.756)  0.61
C (-2.823, 1.580, -0.570)  0.69
H (1.840, 7.166, 0.001)  0.47
C (4.669, -1.980, 1.249)  -0.65
H (5.291, -1.914, 2.179)  0.35
N (4.317, -3.498, 1.037)  0.12
C (-0.229, 0.355, -6.105)  -0.15
C (-4.146, 3.593, -2.065)  -0.55
C (2.275, 4.077, 1.338)  -0.21
H (2.873, 3.341, -1.727)  0.59
H (1.467, -3.516, 2.896)  0.54
H (-4.574, 4.382, -2.672)  0.41
O (1.180, -2.407, -1.820)  -0.74
C (-3.276, -0.741, 1.061)  0.17
H (-5.712, 2.065, -2.283)  0.37
C (2.096, -3.106, 2.139)  -0.42
N (0.490, -1.181, -3.998)  -0.30
C (-4.041, 1.335, -1.207)  -0.39
F (-0.076, -4.671, -2.805)  -0.48
F (-4.326, -4.215, 1.086)  -0.29
H (0.500, -0.268, 4.585)  0.45
F (2.279, -6.004, -2.500)  -0.44
H (-1.348, 3.199, -0.159)  0.49
H (5.245, -1.659, 0.369)  0.39
H (2.975, -5.020, 1.578)  0.40
F (-4.245, 1.139, 2.066)  -0.32
Te (1.698, -4.154, -2.293)  1.66
Hg (-0.075, -0.181, -0.761)  1.09
F (-6.162, -3.157, 2.787)  -0.25
P (-1.998, 0.399, 0.521)  -0.03
C (-5.297, -2.342, 2.189)  0.41
H (3.553, -0.084, 1.546)  0.38
H (0.833, -1.910, -2.698)  0.58


Entry 3:
C31H29BrF4N3O2Rh as an isolated structure. Source: OMol25; level of theory: wB97M-V/def2-TZVPD.

Computed properties:
* HOMO-LUMO gap (alpha / beta): 5.830 / 6.608 eV
* spin multiplicity: 5

Last column: Mulliken charge in e.
Element x y z (Å)
Rh (-1.347, -0.773, -0.468)  -0.26
O (1.360, 0.134, 0.035)  0.22
F (-4.670, -0.042, -5.608)  -0.33
C (3.784, 2.646, 3.450)  -0.42
H (0.184, -1.022, -4.254)  0.44
H (1.216, -3.608, 4.518)  0.40
H (4.328, 2.909, 4.349)  0.42
C (1.082, -2.538, 0.804)  1.10
H (1.820, 2.469, -2.116)  0.37
F (-4.213, 1.650, -3.592)  -0.34
C (0.430, -1.332, -3.244)  -1.31
H (-0.946, -3.577, 3.323)  0.37
H (2.158, 0.005, 2.072)  -0.33
C (-0.834, 0.394, 2.767)  -1.03
C (2.570, 1.002, 2.151)  0.64
O (0.334, 3.668, -0.072)  -0.67
C (-2.838, -2.236, -3.447)  -0.17
H (2.770, 3.946, 0.491)  0.57
C (0.857, -3.037, -1.634)  -0.20
H (-3.848, 2.326, -0.965)  0.51
N (-0.867, 1.688, 0.631)  1.43
H (-1.360, -3.366, -0.082)  0.25
C (-0.032, -3.294, 2.806)  -0.65
C (0.623, -2.667, -2.950)  -0.73
H (-0.106, -0.341, 2.409)  -0.09
C (-0.086, -2.921, 1.471)  0.79
C (0.160, 2.266, -0.212)  -1.95
H (0.954, -4.085, -1.367)  0.49
C (0.871, -0.711, -0.937)  -3.59
H (-1.236, 2.497, 2.546)  0.52
H (3.199, -2.285, 0.954)  0.47
C (2.358, 1.932, 1.134)  -1.45
C (-2.204, 2.286, 0.377)  -1.15
H (3.985, 4.568, 2.527)  0.41
C (2.397, 1.906, -1.379)  -1.73
H (0.426, 0.675, -2.542)  0.35
H (-1.839, 0.023, 2.542)  0.27
H (3.306, -2.987, 3.333)  0.57
C (2.354, -2.966, 2.813)  -0.63
C (1.184, -3.312, 3.475)  -0.83
H (2.767, 0.997, -1.849)  0.32
C (1.558, 1.549, -0.123)  3.69
C (-0.599, 1.735, 2.090)  -0.71
C (2.887, 3.215, 1.282)  -0.57
Br (3.535, 0.097, 4.661)  -0.17
C (3.274, 1.373, 3.285)  -0.24
H (-2.321, 2.621, -1.767)  0.35
H (-0.190, 2.142, -1.232)  0.55
C (0.950, -2.094, -0.617)  1.86
H (-2.166, 3.365, 0.544)  0.34
C (-2.804, 2.009, -0.992)  -0.94
C (-3.488, -1.793, -4.548)  -0.77
H (0.537, -3.419, -3.726)  0.41
H (0.423, 2.049, 2.279)  0.31
F (-3.573, -2.181, -1.164)  -0.42
C (-2.731, -1.488, -2.231)  1.52
H (-0.731, 0.481, 3.854)  0.56
C (-3.808, 0.364, -3.468)  0.37
H (3.262, 2.504, -1.112)  0.58
C (2.295, -2.574, 1.481)  -0.51
N (-1.333, -2.828, 0.774)  -0.33
C (-3.997, -0.485, -4.539)  0.41
C (0.537, -0.358, -2.256)  1.16
F (-2.275, -3.474, -3.466)  -0.40
H (-3.606, -2.416, -5.429)  0.47
C (-3.139, -0.076, -2.338)  -0.58
N (-2.683, 0.599, -1.248)  -0.17
C (3.584, 3.566, 2.430)  -1.22
H (0.548, 3.861, 0.849)  0.54
H (-2.870, 1.856, 1.128)  0.62
H (-2.124, -3.085, 1.340)  0.23